The following is a DFT calculation (ωB97M-V/def2-TZVPD) of a structure of composition ClFeH8O4 at a distorted geometry.

CARTESIAN COORDINATES (ANGSTROEM)
1 Fe -0.0837 -2.9566 -1.6526
2 Cl 0.5067 -1.2555 -0.0905
3 O -0.3602 2.3236 0.7949
4 H 0.1657 2.8435 1.4130
5 H 0.1232 1.5004 0.6947
6 O 3.4462 0.1397 -0.5299
7 H 3.9279 -0.3198 0.1673
8 H 2.6489 -0.3823 -0.6674
9 O -2.3573 -1.3228 1.7526
10 H -1.5819 -1.0265 1.2649
11 H -2.0118 -1.9088 2.4356
12 O -1.2991 0.7233 -2.2067
13 H -2.2101 0.9989 -2.0473
14 H -0.9146 0.6431 -1.3287

Output
Energy: -55219.33637 eV
2S+1: 5
Charge: +1
Energy above the lowest of the compared OMol25 structures with the same formula, charge and spin: 0.0 kJ/mol


The following is a DFT calculation (ωB97M-V/def2-TZVPD) of a structure of composition ClH10Na2O9 at a distorted geometry.

CARTESIAN COORDINATES (ANGSTROEM)
1 Na -6.2100 3.2499 -2.3539
2 Na -2.3021 -0.3084 4.6824
3 Cl -0.8492 0.7156 -0.2047
4 O 0.2716 0.3438 -0.9899
5 O -1.6321 -0.4098 0.1805
6 O -0.2456 1.3103 0.9699
7 O -1.5930 1.7284 -0.8296
8 O -4.8923 -3.1694 4.0522
9 H -5.2766 -3.8685 4.5811
10 H -5.2731 -3.2896 3.1823
11 O 3.6764 4.4592 -0.8382
12 H 2.7887 4.8165 -0.8618
13 H 3.6201 3.7161 -0.2375
14 O -3.8426 -4.6422 -1.8787
15 H -4.6871 -4.4496 -2.2861
16 H -3.5361 -3.7968 -1.5506
17 O 4.8584 1.2182 1.8145
18 H 5.5215 1.4287 2.4720
19 H 4.0913 0.9551 2.3230
20 O 5.2799 -0.1771 -3.7438
21 H 4.4635 0.2913 -3.9182
22 H 5.7685 -0.1216 -4.5650

Output
Energy: -39930.19314 eV
Charge: +1


The following is a DFT calculation (ωB97M-V/def2-TZVPD) of a cluster of 7 separate species, ClH14NO5 in total at a distorted geometry.

CARTESIAN COORDINATES (ANGSTROEM)
1 N 0.2895 0.3854 3.1074
2 H 1.1191 0.7316 3.5851
3 H -0.5145 0.9793 3.3171
4 H 0.0500 -0.5670 3.3899
5 H 0.4017 0.3477 2.0699
6 Cl -0.4996 0.5626 0.0727
7 O 0.7624 -1.5510 -2.2931
8 H 0.1400 -1.0929 -1.7109
9 H 0.2260 -2.2369 -2.7019
10 O -2.1990 -1.5192 -1.8548
11 H -1.6840 -1.1363 -1.1273
12 H -2.8844 -2.0284 -1.4115
13 O -2.5277 -1.3185 1.4802
14 H -1.7788 -0.6924 1.3785
15 H -2.6199 -1.4893 2.4225
16 O 2.4797 0.7167 -1.7965
17 H 3.1389 0.2938 -2.3534
18 H 1.7952 0.0442 -1.6912
19 O 1.5116 3.5001 -1.0575
20 H 1.1330 2.6438 -0.8214
21 H 1.6609 3.4268 -2.0038

Output
Energy: -24477.55597 eV
Energy above the lowest of the compared OMol25 structures with the same formula, charge and spin: 11.1 kJ/mol


The following is a DFT calculation (ωB97M-V/def2-TZVPD) of a cluster of 8 separate species, ClH14O7 in total at a distorted geometry.

CARTESIAN COORDINATES (ANGSTROEM)
1 Cl -0.4587 -0.6076 0.4312
2 O 2.8005 -1.9230 0.1048
3 H 2.6080 -1.8798 -0.8625
4 H 2.4147 -1.0728 0.3402
5 O -2.5802 -2.0640 1.9227
6 H -3.2529 -1.5685 2.4584
7 H -1.9894 -1.4926 1.4859
8 O 2.2430 1.8644 1.0581
9 H 1.4557 1.4231 1.4349
10 H 1.9318 2.2648 0.2045
11 O -1.2462 -0.3134 -2.5842
12 H -1.0977 -0.3355 -1.6259
13 H -2.0918 0.1212 -2.6884
14 O -2.0718 1.6183 2.0055
15 H -1.3487 1.1686 1.5965
16 H -1.5750 2.2923 2.4927
17 O 0.3236 2.0390 -0.9843
18 H 0.1300 1.2441 -0.4843
19 H 0.0382 2.8501 -0.5848
20 O 1.5800 -1.8118 -2.1935
21 H 1.0328 -1.2161 -1.6685
22 H 1.1541 -2.6006 -1.8588

Output
Energy: -27085.65792 eV
Charge: -1
Energy above the lowest of the compared OMol25 structures with the same formula, charge and spin: 85.2 kJ/mol


The following is a DFT calculation (ωB97M-V/def2-TZVPD) of a cluster of 8 separate species, ClH14O7 in total.

CARTESIAN COORDINATES (ANGSTROEM)
1 Cl -0.1191 0.0259 0.0384
2 O -0.7913 -2.6348 -2.2858
3 H -0.5466 -1.9266 -1.6691
4 H -0.7644 -3.4332 -1.7500
5 O 0.6502 1.9596 2.5062
6 H 0.5726 1.3317 1.7554
7 H 1.2937 2.6104 2.2118
8 O -1.9272 2.8586 -0.7084
9 H -1.7570 3.0199 -1.6422
10 H -1.3943 2.0714 -0.5056
11 O 2.3526 -0.0494 -1.8415
12 H 2.3250 0.8738 -2.1073
13 H 1.7466 -0.0964 -1.0633
14 O -1.1869 0.4826 -3.2033
15 H -0.8856 0.2360 -2.3131
16 H -1.7090 -0.2735 -3.4915
17 O 1.5934 -2.4466 2.2043
18 H 1.9780 -2.1082 3.0177
19 H 1.0523 -1.7107 1.8790
20 O -0.8474 -0.6090 3.1881
21 H -0.7639 -0.4645 2.2277
22 H -0.8719 0.2829 3.5524

Output
Energy: -27086.34262 eV
Charge: -1
Energy above the lowest of the compared OMol25 structures with the same formula, charge and spin: 19.1 kJ/mol


The following is a DFT calculation (ωB97M-V/def2-TZVPD) of a cluster of 9 separate species, ClH16O8 in total at a distorted geometry.

CARTESIAN COORDINATES (ANGSTROEM)
1 Cl -5.6240 -13.2790 -5.2560
2 O -4.2040 -16.0110 -5.8540
3 H -3.2410 -16.0560 -6.0300
4 H -4.4190 -15.1210 -5.8110
5 O -7.6510 -13.8670 -7.3620
6 H -7.1490 -13.5670 -6.5540
7 H -7.1120 -13.5400 -8.0790
8 O -5.8460 -16.2390 -3.3850
9 H -5.3740 -15.5990 -3.8510
10 H -6.0510 -16.8310 -4.0940
11 O -8.3330 -14.2100 -3.8460
12 H -7.5690 -13.8130 -4.3160
13 H -8.5090 -15.0040 -4.2970
14 O -7.1280 -10.8720 -3.3090
15 H -8.0470 -11.1520 -3.4580
16 H -6.6580 -11.4240 -3.8700
17 O -2.6700 -13.3240 -4.4000
18 H -3.5830 -13.3080 -4.7570
19 H -2.5320 -12.3710 -4.2080
20 O -5.3210 -9.9210 -5.7530
21 H -4.7830 -10.5440 -5.2160
22 H -6.0780 -10.4270 -6.0670
23 O -4.9810 -11.6180 -7.8350
24 H -5.2870 -12.0870 -7.0530
25 H -4.6900 -12.3810 -8.3560

Output
Energy: -29165.69958 eV
Charge: -1
Energy above the lowest of the compared OMol25 structures with the same formula, charge and spin: 96.9 kJ/mol


The following is a DFT calculation (ωB97M-V/def2-TZVPD) of a cluster of 10 separate species, ClH18O9 in total.

CARTESIAN COORDINATES (ANGSTROEM)
1 Cl 0.3047 0.0907 0.0249
2 O -1.5033 -2.4297 1.2099
3 H -0.9844 -2.9404 1.8313
4 H -1.0206 -1.6090 1.1115
5 O 1.6179 2.0902 2.4198
6 H 1.0376 1.8158 1.7098
7 H 2.3721 2.4789 1.9767
8 O -0.3295 3.1793 -0.8257
9 H -0.2391 2.2910 -0.4808
10 H 0.1634 3.7258 -0.2136
11 O -3.2107 1.0179 1.1751
12 H -3.0697 1.6056 1.9174
13 H -2.3807 0.5513 1.0774
14 O -0.1909 -2.8902 -1.5344
15 H -0.3005 -2.2503 -0.8309
16 H 0.7475 -3.0786 -1.5433
17 O 3.5015 -0.7209 -0.6673
18 H 3.3987 -1.5032 -1.2093
19 H 2.6555 -0.6181 -0.2315
20 O 0.3306 0.6774 -3.1841
21 H 0.2699 1.6098 -3.3917
22 H 0.3930 0.6476 -2.2294
23 O -2.7002 -1.0649 -1.9537
24 H -2.7799 -0.1893 -2.3321
25 H -1.8467 -1.0624 -1.5205
26 O 1.1885 -0.7571 2.8265
27 H 1.7442 0.0159 2.9262
28 H 0.8309 -0.6831 1.9417

Output
Energy: -31238.95717 eV
2S+1: 2
Energy above the lowest of the compared OMol25 structures with the same formula, charge and spin: 56.6 kJ/mol


The following is a DFT calculation (ωB97M-V/def2-TZVPD) of the molecule ClH2NO2S2 at a distorted geometry.

CARTESIAN COORDINATES (ANGSTROEM)
1 N 0.1080 -0.1206 -0.9912
2 S -0.1180 0.7443 0.2390
3 S -2.3625 -0.4934 -0.0273
4 O -2.3492 -1.1543 1.2517
5 Cl -4.3101 0.2936 -0.3660
6 O -1.7639 1.0187 0.1291
7 H 0.7307 0.1820 -1.7293
8 H -0.2539 -0.3670 1.0219

Output
Energy: -39807.24765 eV
Energy above the lowest of the compared OMol25 structures with the same formula, charge and spin: 133.0 kJ/mol


The following is a DFT calculation (ωB97M-V/def2-TZVPD) of a cluster of 2 separate species, ClH2NO2Si in total at a distorted geometry.

CARTESIAN COORDINATES (ANGSTROEM)
1 N -2.2867 -0.9195 -0.1805
2 O -0.9935 -0.8845 -0.1766
3 O -2.9344 -0.0151 0.2462
4 Si 1.4920 0.3345 -0.0098
5 Cl 1.2383 2.2943 -0.0198
6 H 1.0888 -0.4469 1.2344
7 H 2.3954 -0.3629 -1.0940

Output
Energy: -26011.91940 eV
2S+1: 3
Energy above the lowest of the compared OMol25 structures with the same formula, charge and spin: 276.7 kJ/mol


The following is a DFT calculation (ωB97M-V/def2-TZVPD) of a cluster of 2 separate species, ClH2NO2Si in total at a distorted geometry.

CARTESIAN COORDINATES (ANGSTROEM)
1 N 1.4747 0.1372 0.2103
2 O 2.0148 1.1727 -0.0090
3 O 1.9395 -0.8716 0.7270
4 Si -1.0833 -0.0323 -0.2529
5 Cl -2.1505 -1.2967 0.7036
6 H -0.9814 1.3253 0.2175
7 H -1.2137 -0.4347 -1.5964

Output
Energy: -26011.89419 eV
2S+1: 3
Energy above the lowest of the compared OMol25 structures with the same formula, charge and spin: 279.1 kJ/mol